Formula: C5H10NO2
Source: the Open Molecules 2025 dataset
Level of theory: the ωB97M-V functional and the def2-TZVPD basis

Calculated values
relative energy (zero: lowest compared OMol25 entry of this formula, charge and spin) = 0.995 eV
HOMO-LUMO gap = 8.38 eV
E = -401.79024 Ha

ORCA input file:
```
! RIJCOSX wB97M-V def2-TZVPD def2/J DEFGRID3
* xyz -1 1
O -1.54096 0.72148 0.24134
C -1.09176 1.36812 -0.73435
O -0.02605 1.23095 -1.36659
C -1.98722 2.54670 -1.22330
H -1.52178 3.47201 -0.87637
H -1.98963 2.59591 -2.31451
H -3.01729 2.41308 -0.89322
N -0.42338 -2.02903 0.22391
C 1.01248 -1.74127 0.01726
C 2.61746 -0.92109 1.80751
C 1.51133 -0.82836 1.07676
H -0.78564 -2.51437 -0.58766
H -0.92484 -1.12110 0.27282
H 1.21811 -1.30792 -0.96729
H 1.51302 -2.71987 0.06548
H 2.83181 -0.13569 2.52476
H 3.41727 -1.62222 1.59113
H 0.88795 0.05014 1.22016
*
```

Here are the Mulliken charges for atoms 1 to 8, given in e: -0.797 0.719 -0.710 -1.005 0.216 0.290 0.278 -0.800